93
Properties=species:S:1:pos:R:3:forces:R:3:lowdin_charge:R:1 method="wB97M-V/def2-TZVPD" homo_energy_ev=-7.364 lumo_ev=-1.08 homo_lumo_gap_ev=6.281 total_energy_ev=-88244.9474 multiplicity=1
Rh -0.8283 -0.1544 1.0868 1.08 0.40 -0.05 1.3059
C 3.2956 -4.9754 1.4745 -0.02 0.05 -0.04 -0.0466
C 2.6837 -3.6323 1.7670 0.07 0.05 0.05 -0.2633
C 3.3801 -2.4507 1.4944 -0.06 -0.05 0.01 -0.0254
C 2.7921 -1.2146 1.6774 -0.02 -0.19 -0.09 -0.0148
C 1.4803 -1.1133 2.1492 0.18 0.25 0.22 -0.2441
N 0.7866 0.0892 2.2123 0.12 -0.24 -0.11 -0.0628
C 1.2528 1.2157 2.8145 -0.04 0.02 -0.06 -0.2133
C 2.3818 1.2099 3.6545 0.02 0.00 0.02 -0.0096
C 2.8813 2.3686 4.2113 -0.03 0.03 -0.07 -0.0376
C 2.2632 3.6007 4.0088 0.03 -0.03 0.05 -0.2786
C 2.8107 4.8741 4.5958 -0.08 -0.04 0.01 -0.0497
C 1.0934 3.6007 3.2708 -0.01 0.04 -0.04 0.0106
C 0.5992 2.4498 2.6721 -0.06 0.00 0.01 -0.1253
N -0.6186 2.5580 1.9252 0.09 -0.04 0.12 -0.0413
C -1.1316 3.6656 1.3921 -0.04 -0.01 -0.12 -0.0405
C -2.4128 3.3864 0.9410 -0.03 0.08 0.12 -0.0226
C -2.6086 2.0513 1.2306 -0.10 0.03 0.26 -0.1155
N -1.5201 1.5410 1.8352 -0.13 0.22 -0.30 -0.0359
C 0.8067 -2.2932 2.4680 -0.04 -0.11 0.00 -0.1170
C 1.3949 -3.5343 2.2660 -0.07 -0.03 -0.11 0.0305
N -0.5141 -2.2175 3.0033 0.02 0.13 -0.02 -0.0333
C -1.1406 -3.0993 3.8004 -0.05 -0.02 0.04 -0.0297
C -2.4261 -2.6537 4.0015 -0.02 0.01 0.02 -0.0238
C -2.5154 -1.4721 3.2673 0.00 0.20 0.10 -0.0894
N -1.3572 -1.2117 2.6849 -0.30 -0.49 -0.25 -0.0657
H 4.3790 -4.9460 1.5850 0.00 -0.02 0.02 0.0781
H 3.0775 -5.2751 0.4471 0.01 -0.02 0.00 0.0865
H 2.8980 -5.7463 2.1336 0.02 0.00 0.01 0.0776
H 4.3890 -2.5057 1.1023 0.01 -0.01 0.02 0.1169
H 3.3307 -0.3071 1.4326 -0.02 0.01 0.01 0.1225
H 2.8620 0.2642 3.8650 0.05 0.02 -0.05 0.1108
H 3.7744 2.3136 4.8229 0.00 0.00 0.01 0.1142
H 3.8293 4.7276 4.9527 0.00 0.02 0.00 0.0742
H 2.2057 5.2169 5.4381 0.02 0.01 0.01 0.0801
H 2.8243 5.6720 3.8526 0.03 0.00 0.00 0.0794
H 0.5462 4.5282 3.1563 0.02 0.01 0.00 0.1199
H -0.5466 4.5651 1.3282 -0.04 0.03 0.10 0.1281
H -3.1025 4.0620 0.4681 0.01 0.02 0.01 0.1053
H -3.4668 1.4241 1.0588 0.14 -0.11 -0.24 0.1107
H 0.8242 -4.4350 2.4565 -0.01 0.01 0.00 0.1234
H -0.6295 -3.9647 4.1830 0.05 0.04 0.02 0.1308
H -3.1976 -3.1196 4.5868 0.02 0.00 0.03 0.1039
H -3.3480 -0.8026 3.1336 0.00 -0.02 -0.07 0.1252
C -3.7123 3.2128 -3.0706 -0.03 0.06 -0.03 -0.2423
S -3.4721 1.6320 -2.2476 0.00 -0.16 -0.05 0.8959
O -4.4994 0.7350 -2.8481 0.04 0.03 0.17 -0.5137
C -1.9079 1.1996 -3.0278 -0.06 -0.05 0.14 -0.3626
C -0.8785 2.1248 -3.1606 0.06 -0.14 0.01 -0.0926
C 0.2015 1.7930 -3.9663 0.31 -0.10 0.28 -0.0780
C 0.3316 0.5017 -4.4551 0.48 -0.20 0.50 -0.0773
C -0.5687 -0.5098 -4.0897 -2.24 2.55 -3.27 -0.1197
C -1.7879 -0.0814 -3.5403 0.18 -0.25 0.66 -0.0487
H -3.8165 3.0233 -4.1379 0.03 0.01 0.00 0.0668
H -2.8853 3.8902 -2.8694 -0.02 0.01 0.01 0.0400
H -4.6361 3.6260 -2.6681 -0.01 0.00 -0.03 0.0488
H -0.9040 3.0804 -2.6534 -0.10 0.09 -0.18 0.1043
H 0.9422 2.5450 -4.2112 0.04 -0.02 0.08 0.1090
H 1.1828 0.2355 -5.0723 -0.05 0.13 -0.12 0.1123
H -0.6973 -1.2663 -4.8570 0.63 -0.99 0.85 0.1298
H -2.6245 -0.7674 -3.4804 -0.07 0.08 0.00 0.1080
O 5.1258 -0.7123 -3.8356 0.00 -0.03 -0.01 0.0760
N 5.0847 0.2406 -3.0812 -0.06 0.01 0.04 -0.3595
O 5.9856 1.0403 -2.9235 0.02 0.03 -0.01 0.0809
C 3.8621 0.4375 -2.3098 0.05 0.05 0.03 -0.1328
C 3.7359 1.5509 -1.4938 0.00 0.11 -0.14 0.0892
C 2.5616 1.7685 -0.8184 -0.01 0.04 0.10 -0.0440
C 1.4533 0.8553 -0.8420 -0.01 0.15 0.03 -0.2783
O 0.3549 1.0822 -0.2710 -0.76 0.09 0.21 -0.0741
C 1.7198 -0.3036 -1.6347 0.17 0.07 0.39 -0.0779
C 2.8465 -0.4922 -2.3952 0.00 -0.20 0.03 0.0890
N 0.6958 -1.2981 -1.6699 -0.52 0.15 -0.43 -0.2521
O 0.4167 -1.7871 -2.7456 1.09 -1.37 0.73 0.0791
O 0.0450 -1.5564 -0.6609 0.06 -0.27 0.58 0.0287
N 2.4876 3.0168 -0.0499 -0.06 -0.05 -0.19 -0.3222
O 3.5212 3.4464 0.4226 0.00 -0.03 0.09 0.0897
O 1.4087 3.5700 0.0315 0.03 0.06 -0.10 0.0785
H 4.5370 2.2720 -1.4220 0.03 -0.04 0.02 0.1375
H 2.9545 -1.3692 -3.0178 -0.04 0.01 -0.01 0.1443
O -1.9884 -2.6817 0.6213 0.03 -0.05 -0.09 0.0180
C -2.5718 -1.9203 -0.1475 0.13 -0.26 -0.01 -0.5920
O -2.5088 -0.6222 -0.0675 0.03 0.01 0.05 -0.1646
C -3.3361 -2.5250 -1.2833 -0.20 0.15 0.06 -0.1486
C -2.7548 -3.5950 -1.9584 0.00 0.03 0.00 -0.0281
C -3.4415 -4.2187 -2.9864 -0.03 0.01 0.00 -0.0811
C -4.7202 -3.7899 -3.3273 0.06 0.01 -0.03 -0.0911
C -5.2929 -2.7171 -2.6616 -0.05 -0.03 0.02 -0.0767
C -4.6011 -2.0818 -1.6399 0.03 0.09 -0.06 -0.0415
H -1.7609 -3.9116 -1.6714 -0.02 -0.05 0.02 0.1148
H -2.9862 -5.0445 -3.5186 0.00 0.00 0.00 0.0992
H -5.2653 -4.2898 -4.1181 0.01 0.02 -0.02 0.0983
H -6.2786 -2.3688 -2.9411 0.00 0.01 0.01 0.1049
H -5.0360 -1.2302 -1.1355 0.02 0.01 -0.02 0.1081

***

101
Properties=species:S:1:pos:R:3:forces:R:3:mulliken_spin:R:1 method="wB97M-V/def2-TZVPD" relative_energy_kj_mol=54.2 homo_energy_ev="-12.481 / -12.481" lumo_ev="-10.20 / -10.57" homo_lumo_gap_ev="2.282 / 1.910" total_energy_ev=-122920.7654 charge=+2 multiplicity=5
Fe 1.0359 -0.0794 -1.1246 1.29 -0.54 0.85 3.1218
C -0.5681 2.2482 1.3537 0.02 -0.07 0.00 0.0029
C 0.0768 0.9570 1.7407 -0.03 0.00 0.12 -0.0205
C 0.0662 0.4198 3.0314 -0.15 0.19 -0.19 0.0047
C 0.8559 -0.7008 2.9632 0.12 -0.22 -0.19 0.0129
N 1.3138 -0.8154 1.7059 -0.13 0.24 0.25 0.0155
N 0.8238 0.1792 0.9355 -0.16 0.04 0.09 0.0111
B 2.2940 -1.8448 1.1273 0.78 -0.80 1.14 -0.0653
N 3.3955 -1.1755 0.2823 0.08 0.22 -0.16 -0.0110
C 4.7063 -1.4790 0.2912 -0.15 -0.07 0.20 0.0083
C 5.2963 -0.8880 -0.7934 0.00 0.15 -0.21 0.0019
C 4.2600 -0.2392 -1.4737 0.07 -0.07 0.03 -0.0016
C 4.4351 0.4919 -2.7661 0.01 -0.06 0.05 0.0002
N 3.1031 -0.4197 -0.8120 0.51 0.03 -0.21 0.0713
N 1.5323 -2.7796 0.1912 -0.24 -0.17 -0.20 -0.0025
C 1.4088 -4.1167 0.1765 0.05 0.27 0.25 0.0136
C 0.8657 -4.4871 -1.0229 -0.09 -0.05 -0.24 -0.0003
C 0.6923 -3.3066 -1.7460 0.04 0.01 0.06 -0.0042
C 0.2506 -3.3090 -3.1715 0.11 0.01 0.00 0.0069
N 1.0758 -2.2493 -0.9963 -0.50 -0.35 -0.25 0.1108
N 2.9978 -2.5038 2.3461 -0.38 1.56 -0.71 -0.0008
C 3.7296 -1.7772 3.2720 -0.67 -0.46 -0.82 -0.0003
C 4.2691 -2.6589 4.1431 -0.25 -1.66 -0.11 0.0001
C 3.8125 -3.9644 3.6727 0.13 1.54 -0.27 0.0000
C 4.1006 -5.2909 4.2493 -0.11 -0.32 0.48 0.0000
N 3.0557 -3.8214 2.5862 0.68 -0.24 0.95 0.0003
H -1.6408 2.2082 1.5438 -0.07 0.02 0.03 -0.0007
H -0.4073 2.5117 0.3170 0.00 0.03 -0.02 -0.0030
H -0.1669 3.0486 1.9775 -0.02 0.02 -0.03 0.0001
H -0.4424 0.8134 3.8952 0.04 0.01 0.00 0.0005
H 1.1106 -1.4192 3.7249 0.11 0.02 -0.07 0.0002
H 5.1365 -2.0986 1.0608 -0.09 0.02 0.02 0.0004
H 6.3338 -0.9231 -1.0791 -0.02 0.00 0.01 0.0003
H 5.4733 0.8061 -2.8596 -0.01 0.01 0.01 -0.0002
H 3.7973 1.3624 -2.8584 -0.02 0.07 -0.04 0.0012
H 4.2141 -0.1620 -3.6083 0.01 0.00 -0.02 -0.0001
H 1.7327 -4.6996 1.0186 0.10 0.04 0.09 0.0009
H 0.6528 -5.4860 -1.3637 0.01 0.01 -0.01 -0.0001
H -0.4540 -4.1253 -3.3227 -0.01 -0.01 0.01 0.0000
H 1.1129 -3.4967 -3.8126 0.00 -0.01 -0.01 0.0002
H -0.2165 -2.3906 -3.4797 -0.06 0.04 -0.06 -0.0038
H 3.7946 -0.7028 3.2146 0.00 0.00 -0.03 0.0003
H 4.8984 -2.4554 4.9941 -0.03 -0.03 -0.04 0.0000
H 5.1141 -5.3289 4.6500 -0.03 -0.07 -0.10 0.0000
H 3.9632 -6.0721 3.5048 0.06 -0.02 0.01 0.0000
H 3.4187 -5.4928 5.0842 0.11 -0.05 -0.10 0.0000
F -5.9912 2.0176 -2.3334 0.05 -0.07 0.16 0.0109
C -5.7918 1.4556 -1.1607 -1.00 0.21 -0.13 0.0680
C -6.8934 1.2212 -0.3582 -0.03 0.61 -1.26 0.0008
F -8.0671 1.5968 -0.8121 0.23 -0.14 0.14 -0.0004
C -6.7793 0.5900 0.8906 -1.67 -0.53 1.25 -0.0087
C -5.4717 0.2482 1.2994 1.04 -0.41 0.46 0.0029
C -4.3821 0.5000 0.5090 0.35 -0.48 0.90 0.0343
F -3.1772 0.1751 0.9677 -0.37 0.05 -0.17 0.0000
C -4.4949 1.0977 -0.7582 1.02 0.22 -0.78 0.1412
C -3.3515 1.3235 -1.5997 -0.65 -0.12 0.36 -0.0014
C -2.0391 0.8629 -1.3078 0.17 -0.08 0.05 0.0642
N -0.9464 0.5282 -1.2462 -0.44 0.07 -0.02 0.2046
C -3.4054 2.0059 -2.8346 -0.15 0.17 -0.05 -0.0063
N -3.3772 2.5892 -3.8317 0.01 -0.12 0.09 0.2303
F -5.2658 -0.3258 2.4699 -0.13 0.17 -0.34 -0.0029
C -7.9392 0.2821 1.6916 1.21 0.28 -0.81 0.0353
C -9.2490 0.6578 1.3265 -0.28 0.07 -0.15 -0.0054
N -10.3442 0.9417 1.0938 0.21 -0.05 0.05 0.1346
C -7.8579 -0.4367 2.9061 0.15 -0.18 0.18 -0.0115
N -7.8235 -1.0470 3.8852 -0.05 0.13 -0.15 0.1271
F 1.6468 1.0374 -3.6500 -0.03 0.02 0.05 -0.0264
C 1.1864 -0.1079 -3.1299 0.19 0.02 -0.38 -0.3239
F -0.0555 -0.2619 -3.6423 -0.14 -0.07 -0.06 -0.0321
F 1.9539 -1.0932 -3.5968 -0.08 0.09 0.06 -0.0232
N -7.2911 -2.6703 -0.5811 0.02 0.18 0.04 -0.0015
C -6.2075 -2.6833 -0.9633 0.03 -0.03 0.03 0.0011
C -4.8240 -2.5942 -1.3601 -0.08 0.03 0.06 -0.0031
C -3.8279 -3.0373 -0.4998 -0.05 0.02 0.03 0.0091
C -2.5080 -2.7918 -0.8542 0.17 0.03 0.02 0.0024
N -2.1540 -2.1448 -1.9626 -0.44 0.00 0.13 0.0117
C -3.1234 -1.7763 -2.8030 0.13 0.01 -0.02 0.0011
C -4.4711 -1.9778 -2.5568 -0.07 0.02 -0.04 -0.0051
H -4.0740 -3.5436 0.4236 0.02 -0.01 0.00 0.0002
H -1.6974 -3.1184 -0.2100 0.01 0.02 -0.01 0.0011
H -2.8030 -1.2827 -3.7159 0.01 -0.04 -0.03 0.0069
H -5.2239 -1.6722 -3.2714 0.01 0.02 0.00 -0.0004
C 1.7341 6.4925 0.4918 0.02 0.02 -0.03 0.0002
C 3.0997 5.8240 0.3617 -0.09 -0.09 0.05 0.0000
C 3.3498 4.8380 1.4991 0.06 0.00 0.00 -0.0001
C 3.2897 5.1700 -1.0093 -0.01 0.02 -0.06 0.0000
N 2.4847 3.9522 -1.1859 -0.04 0.20 0.07 0.0001
C 2.8022 2.6905 -0.9233 0.10 -0.30 0.19 0.0305
N 1.7416 1.9480 -1.1384 -0.90 0.76 -0.37 0.0484
N 0.7615 2.8009 -1.5444 0.36 0.13 -0.04 0.0103
N 1.2004 3.9972 -1.5677 0.03 -0.05 -0.03 0.0021
H 1.6169 6.9193 1.4878 0.01 0.01 -0.01 0.0000
H 0.9226 5.7786 0.3340 0.01 -0.01 0.03 -0.0001
H 1.6137 7.2976 -0.2340 -0.01 -0.02 -0.01 0.0000
H 3.8722 6.5964 0.4011 -0.01 0.02 0.02 0.0001
H 2.5912 4.0489 1.5178 0.01 0.01 0.01 0.0000
H 3.3011 5.3522 2.4582 0.01 -0.01 -0.01 0.0000
H 4.3357 4.3707 1.4277 -0.03 -0.01 -0.01 0.0000
H 4.3276 4.8759 -1.1592 0.00 -0.03 -0.02 0.0000
H 2.9980 5.8463 -1.8103 0.03 -0.01 -0.03 0.0002
H 3.7686 2.3485 -0.5933 -0.02 -0.02 0.02 0.0007